# CH11O5

A cluster of 5 separate species, CH11O5 in total in a non-equilibrium geometry (ωB97M-V/def2-TZVPD, the OMol25 dataset).

HOMO   -5.129 eV
Orbital gap   9.12 eV
Total charge   -1

The geometry in XYZ format:
```
17
CH11O5 | the OMol25 dataset | ωB97M-V/def2-TZVPD
O 0.6980 1.2876 2.2123
O -0.3081 2.1189 -0.8622
O -1.3478 -0.2564 -2.4511
O -1.1589 -2.4598 1.0687
O 0.0206 -0.2052 0.1103
C 1.2814 -0.7495 -0.2456
H -0.7518 -1.6017 0.7870
H -0.8223 2.5391 -0.1571
H 0.3884 0.7129 1.4572
H 1.0712 2.0374 1.7375
H 1.1469 -1.5052 -1.0170
H -0.9878 0.6385 -2.5094
H 1.8533 0.1007 -0.6390
H 1.8025 -1.1484 0.6264
H -1.6306 -2.2233 1.8735
H -1.0194 -0.4486 -1.5470
H -0.2356 1.1629 -0.4446
```

Atom charges from the Löwdin analysis, given in e for atoms 1 to 8:
1 O -0.122
2 O -0.161
3 O -0.104
4 O -0.113
5 O -0.448
6 C -0.226
7 H -0.016
8 H 0.014

---

# CH12N2O3

A cluster of 4 separate species, CH12N2O3 in total in a non-equilibrium geometry (ωB97M-V/def2-TZVPD, the OMol25 dataset).

HOMO (alpha / beta)   0.545 / -5.795 eV
Orbital gap (alpha / beta)   3.36 / 9.49 eV
<S²>   0.751
Multiplicity   2
Total charge   -1

The geometry in XYZ format:
```
18
CH12N2O3 | the OMol25 dataset | ωB97M-V/def2-TZVPD
O 1.7046 -1.6546 -0.5179
O 0.8210 0.0921 -2.7059
O 1.8678 0.9912 1.6048
N -1.3593 0.6678 -0.7885
N -1.1314 -0.4411 1.5020
C -1.8590 -0.2608 0.2647
H 2.6321 1.5166 1.2829
H -0.3610 0.7603 -0.8866
H 2.4103 -1.1321 -0.1088
H 1.1326 -0.2580 -1.8568
H 1.0323 -1.7515 0.1482
H -1.9160 -1.2217 -0.2589
H -2.8630 0.0821 0.4966
H 1.0520 1.5210 1.6751
H -0.1929 -0.8074 1.5157
H -1.1285 0.4340 2.0201
H -1.7374 1.5941 -0.6265
H -0.1043 -0.1321 -2.7603
```

Atom charges from the Löwdin analysis, given in e for atoms 1 to 8:
1 O -0.119
2 O -0.127
3 O -0.346
4 N -0.029
5 N -0.036
6 C -0.401
7 H -0.050
8 H 0.008

---

# CH12N2O4

A cluster of 5 separate species, CH12N2O4 in total (ωB97M-V/def2-TZVPD, the OMol25 dataset).

Structure (SMILES)   [H]/N=C/N.O.O.O.O
HOMO   -9.308 eV
Orbital gap   9.79 eV
Total charge   0

The geometry in XYZ format:
```
19
CH12N2O4 | the OMol25 dataset | ωB97M-V/def2-TZVPD
O -1.5988 2.4619 -1.9322
O -0.2646 -0.2124 3.6972
O 2.5464 -1.5520 1.8461
O -3.9360 -0.1571 -1.6810
N 1.3826 -0.9249 -1.3742
N 1.7396 0.7800 0.1496
C 1.0509 0.2770 -0.7844
H -1.9892 3.0648 -1.2955
H 0.5839 0.0137 3.2931
H 1.3403 1.6489 0.4695
H 0.1164 0.6684 -1.1874
H 2.9706 -2.0201 2.5665
H 3.1288 -0.8920 1.4623
H -0.1316 -1.1423 3.9069
H -3.7496 -0.7045 -2.4564
H 2.3621 -1.1469 -1.3870
H -4.3288 -0.7994 -1.0681
H -2.1732 1.6854 -1.9463
H 0.9500 -1.0487 -2.2787
```

Atom charges from the Löwdin analysis, given in e for atoms 1 to 8:
1 O -0.063
2 O -0.070
3 O -0.080
4 O -0.061
5 N 0.067
6 N 0.068
7 C -0.369
8 H 0.037

---

# CH12NO3

A cluster of 4 separate species, CH12NO3 in total in a non-equilibrium geometry (ωB97M-V/def2-TZVPD, the OMol25 dataset).

HOMO   -15.818 eV
Orbital gap   12.89 eV
Total charge   +1

The geometry in XYZ format:
```
17
CH12NO3 | the OMol25 dataset | ωB97M-V/def2-TZVPD
O -1.6868 1.4206 1.8761
O 1.3913 -2.3747 0.7086
O 1.7888 1.2284 -2.0697
N 0.0670 0.1599 0.0587
C -1.1425 -0.5983 -0.3128
H -1.3644 -1.2489 0.5392
H 2.3162 1.9359 -1.6938
H -1.9917 0.0719 -0.4167
H 1.3322 -2.9453 -0.0453
H 0.9081 -0.4601 0.4132
H 0.4686 0.6277 -0.7368
H 1.4340 1.6438 -2.9461
H 2.2422 -2.6188 1.1021
H -2.4797 0.8574 2.0244
H -0.9913 -0.9574 -1.3101
H -2.0657 2.3160 2.0569
H -0.2264 0.9419 0.7521
```

Atom charges from the Löwdin analysis, given in e for atoms 1 to 8:
1 O -0.070
2 O -0.035
3 O -0.082
4 N 0.081
5 C -0.052
6 H 0.108
7 H 0.048
8 H 0.089

---

# CH12NaO9

A structure of composition CH12NaO9 in a non-equilibrium geometry (ωB97M-V/def2-TZVPD, the OMol25 dataset).

HOMO   -1.054 eV
Orbital gap   2.27 eV
Total charge   -1

The geometry in XYZ format:
```
23
CH12NaO9 | the OMol25 dataset | ωB97M-V/def2-TZVPD
Na 25.9560 27.1392 20.5875
O 22.1260 25.8087 21.0098
O 29.7225 27.9547 22.3688
O 30.9370 27.8718 20.5648
O 31.3678 29.3162 21.8344
O 21.3062 30.0204 19.7698
O 28.5764 24.3266 19.0174
O 26.8141 28.9300 17.1206
O 27.0855 25.1232 25.4243
O 24.8621 30.6096 22.6715
C 30.5755 28.4055 21.6326
H 27.6714 28.6034 16.8476
H 27.5954 24.9482 26.2152
H 22.3197 24.8715 20.9888
H 21.1656 29.0736 19.7678
H 25.0877 31.5181 22.4714
H 29.2150 25.0393 19.0410
H 28.9687 23.6352 19.5506
H 27.6234 25.7357 24.9226
H 24.8742 30.5643 23.6275
H 21.3716 25.8848 21.5941
H 26.3878 29.1954 16.3057
H 22.0914 30.1454 20.3028
```

Atom charges from the Löwdin analysis, given in e for atoms 1 to 8:
1 Na 0.418
2 O -0.076
3 O -0.075
4 O -0.038
5 O -0.020
6 O -0.060
7 O -0.082
8 O -0.072

---

# CH12O4

A cluster of 5 separate species, CH12O4 in total in a non-equilibrium geometry (ωB97M-V/def2-TZVPD, the OMol25 dataset).

Structure (SMILES)   C.O.O.O.O
HOMO   -11.224 eV
Orbital gap   11.86 eV
Total charge   0

The geometry in XYZ format:
```
17
CH12O4 | the OMol25 dataset | ωB97M-V/def2-TZVPD
O 0.6993 -1.7728 -0.9506
O -2.1133 0.8703 0.2849
O -0.4917 0.4723 -2.0658
O -1.1933 -1.7349 1.0565
C 1.5196 1.3634 0.8345
H -0.3132 0.6000 -2.9979
H 2.5763 1.0937 0.7872
H 1.2244 1.0076 1.8175
H 1.3804 2.4384 0.7933
H -1.6698 1.6309 0.6594
H -1.7550 -0.9262 1.0339
H 1.0384 0.8755 -0.0061
H 1.6297 -2.0124 -0.8873
H -1.5280 0.5420 -0.4237
H -0.1701 -0.4273 -1.7835
H 0.2053 -1.9822 -0.1210
H -1.0388 -2.0384 1.9688
```

Atom charges from the Löwdin analysis, given in e for atoms 1 to 8:
1 O -0.075
2 O -0.059
3 O -0.083
4 O -0.073
5 C -0.042
6 H 0.044
7 H 0.018
8 H 0.018

---

Repeat the second record exactly.
# CH12N2O3

A cluster of 4 separate species, CH12N2O3 in total in a non-equilibrium geometry (ωB97M-V/def2-TZVPD, the OMol25 dataset).

HOMO (alpha / beta)   0.545 / -5.795 eV
Orbital gap (alpha / beta)   3.36 / 9.49 eV
<S²>   0.751
Multiplicity   2
Total charge   -1

The geometry in XYZ format:
```
18
CH12N2O3 | the OMol25 dataset | ωB97M-V/def2-TZVPD
O 1.7046 -1.6546 -0.5179
O 0.8210 0.0921 -2.7059
O 1.8678 0.9912 1.6048
N -1.3593 0.6678 -0.7885
N -1.1314 -0.4411 1.5020
C -1.8590 -0.2608 0.2647
H 2.6321 1.5166 1.2829
H -0.3610 0.7603 -0.8866
H 2.4103 -1.1321 -0.1088
H 1.1326 -0.2580 -1.8568
H 1.0323 -1.7515 0.1482
H -1.9160 -1.2217 -0.2589
H -2.8630 0.0821 0.4966
H 1.0520 1.5210 1.6751
H -0.1929 -0.8074 1.5157
H -1.1285 0.4340 2.0201
H -1.7374 1.5941 -0.6265
H -0.1043 -0.1321 -2.7603
```

Atom charges from the Löwdin analysis, given in e for atoms 1 to 8:
1 O -0.119
2 O -0.127
3 O -0.346
4 N -0.029
5 N -0.036
6 C -0.401
7 H -0.050
8 H 0.008

---

Repeat the fourth record exactly.
# CH12NO3

A cluster of 4 separate species, CH12NO3 in total in a non-equilibrium geometry (ωB97M-V/def2-TZVPD, the OMol25 dataset).

HOMO   -15.818 eV
Orbital gap   12.89 eV
Total charge   +1

The geometry in XYZ format:
```
17
CH12NO3 | the OMol25 dataset | ωB97M-V/def2-TZVPD
O -1.6868 1.4206 1.8761
O 1.3913 -2.3747 0.7086
O 1.7888 1.2284 -2.0697
N 0.0670 0.1599 0.0587
C -1.1425 -0.5983 -0.3128
H -1.3644 -1.2489 0.5392
H 2.3162 1.9359 -1.6938
H -1.9917 0.0719 -0.4167
H 1.3322 -2.9453 -0.0453
H 0.9081 -0.4601 0.4132
H 0.4686 0.6277 -0.7368
H 1.4340 1.6438 -2.9461
H 2.2422 -2.6188 1.1021
H -2.4797 0.8574 2.0244
H -0.9913 -0.9574 -1.3101
H -2.0657 2.3160 2.0569
H -0.2264 0.9419 0.7521
```

Atom charges from the Löwdin analysis, given in e for atoms 1 to 8:
1 O -0.070
2 O -0.035
3 O -0.082
4 N 0.081
5 C -0.052
6 H 0.108
7 H 0.048
8 H 0.089